Computed, not measured: a molecular structure, C40H38BrCsF6N5O4S2Sb, with ωB97M-V/def2-TZVPD.

Element x y z (Å)
Cs: 1.5363 0.2227 1.1191
O: -1.8761 3.4869 2.7333
C: -2.5362 2.8554 3.6309
C: -3.2310 3.5216 4.6732
C: -3.9476 2.8238 5.6158
C: -4.0134 1.4365 5.5838
C: -3.3453 0.7471 4.5831
C: -2.6206 1.4255 3.6284
C: -1.9578 0.7228 2.4699
O: -0.7550 1.3123 2.1076
N: -2.9245 0.8477 1.3582
N: -2.8006 0.2463 0.2290
C: -3.6334 0.4267 -0.7419
C: -3.3999 -0.1470 -2.0165
Br: -1.7355 -1.0745 -2.2016
C: -4.1525 -0.0576 -3.1405
C: -5.5338 0.3475 -3.2433
C: -6.4678 0.1158 -2.2268
C: -7.7961 0.4461 -2.4051
C: -8.2297 1.0144 -3.5929
C: -7.3211 1.2315 -4.6166
C: -5.9955 0.8922 -4.4483
H: -0.9995 2.3036 2.2216
H: -3.1852 4.6035 4.7035
H: -4.4614 3.3622 6.4098
H: -4.5855 0.9014 6.3298
H: -3.3892 -0.3347 4.5339
H: -1.8049 -0.3502 2.6441
H: -3.6581 1.5462 1.5032
H: -4.4915 1.1045 -0.6504
H: -3.6863 -0.3508 -4.0729
H: -6.1455 -0.3717 -1.3184
H: -8.5070 0.2418 -1.6167
H: -9.2723 1.2622 -3.7317
H: -7.6526 1.6553 -5.5547
H: -5.2914 1.0460 -5.2544
C: 0.3314 -3.8899 -3.6809
C: 1.5019 -3.0872 -4.1570
C: 1.6800 -2.7758 -5.5026
C: 2.7499 -1.9751 -5.8616
C: 3.6155 -1.5318 -4.8788
C: 3.3890 -1.9318 -3.5681
N: 2.3731 -2.6976 -3.2378
Sb: 4.7490 -1.3384 -1.9981
C: 3.8885 0.6178 -1.8875
C: 4.7422 1.7007 -1.8221
C: 4.2019 2.9669 -1.9457
C: 2.8375 3.0835 -2.1162
C: 2.0515 1.9357 -2.1169
C: 0.5641 2.0435 -2.2309
N: 2.5865 0.7245 -2.0403
C: 3.8291 -2.4841 -0.4317
C: 4.6179 -3.2068 0.4490
C: 3.9867 -4.0948 1.3076
C: 2.6143 -4.2396 1.2260
C: 1.9025 -3.4493 0.3197
C: 0.4239 -3.5605 0.1756
N: 2.5212 -2.5932 -0.4798
H: 0.5014 -4.9555 -3.8414
H: -0.5669 -3.5977 -4.2167
H: 0.1835 -3.7046 -2.6223
H: 0.9955 -3.1495 -6.2498
H: 2.9060 -1.7019 -6.8969
H: 4.4490 -0.8825 -5.1127
H: 5.8006 1.5547 -1.6586
H: 4.8259 3.8460 -1.8874
H: 2.3688 4.0503 -2.2223
H: 0.2933 2.8042 -2.9632
H: 0.1570 2.3435 -1.2654
H: 0.1442 1.0838 -2.5167
H: 5.6952 -3.0778 0.4574
H: 4.5619 -4.6762 2.0185
H: 2.0913 -4.9463 1.8563
H: -0.0705 -3.4753 1.1420
H: 0.1591 -4.5330 -0.2417
H: 0.0643 -2.7685 -0.4743
C: 2.4323 2.7938 2.9861
C: 3.2985 2.8776 1.7021
O: 3.1011 1.9605 0.7918
C: 3.0540 4.3262 1.1402
F: 2.9442 5.2891 2.0885
F: 1.9118 4.3847 0.4444
F: 4.0159 4.7881 0.3135
C: 4.7975 2.8672 2.1596
F: 5.0906 1.7981 2.9238
F: 5.6611 2.8264 1.1327
F: 5.1852 3.9337 2.9080
H: 1.4043 3.0177 2.7241
H: 2.7776 3.5036 3.7320
H: 2.4804 1.7872 3.3902
C: 1.3029 -4.3190 5.4335
O: 0.0985 -4.2041 4.7239
C: -0.0124 -3.1831 3.8328
S: -1.5196 -3.0783 3.1424
S: 1.3026 -2.2044 3.5043
H: 1.2000 -5.2053 6.0592
H: 1.4707 -3.4283 6.0464
H: 2.1517 -4.4260 4.7508

Cartesian forces (eV/Å) of the 6 atoms listed first:
Cs -1.6 -2.6 -0.3
O 0.3 0.2 -0.4
C -0.2 -0.2 0.4
C 0.0 0.2 -0.1
C -0.1 0.0 0.2
C -0.3 -0.2 0.3

Results
Energy above the lowest of the compared OMol25 structures with the same formula, charge and spin   13.9 kcal per mole
Charge   -2